The following is a DFT calculation (the ωB97M-V functional and the def2-TZVPD basis) of a 4-piece molecular cluster, C44H67BrIN7O6P overall in a non-equilibrium geometry.

Results
- Calculated total energy: -5764.38023 a.u.
- HOMO energy (alpha / beta): -8.66 / -8.87 eV
- LUMO energy (alpha / beta): -0.86 / -0.86 eV
- Kohn-Sham gap (alpha / beta): 7.8 / 8.0 eV
- Spin multiplicity: 4

The geometry in XYZ format:
```
127
Properties=species:S:1:pos:R:3:forces:R:3:lowdin_charge:R:1
C 10.54856 -2.19191 0.82895 0.9271 -0.0924 0.3205 -0.15
C 10.52954 -3.06498 2.09336 -0.5458 -0.1691 -0.4068 -0.72
I 11.71080 -2.21473 3.70153 0.0141 -0.1211 -0.2433 0.85
C 9.12772 -3.52952 2.58302 0.7480 0.6871 0.6677 -0.17
C 7.93507 -2.66569 2.24931 0.4465 -1.1079 -0.2465 -0.09
C 7.89452 -1.32933 2.35545 -0.0882 0.8864 0.0820 -0.17
O 9.04600 -0.62863 2.76764 -0.0894 0.0051 -0.2133 0.00
C 8.85282 0.12992 3.79488 0.4674 -0.6896 -0.1017 -0.37
N 8.78622 0.70241 4.78402 -0.2157 0.7227 0.5311 0.19
C 6.75919 -0.55960 2.08037 -0.2072 0.1604 0.0383 0.07
C 5.61412 -1.16362 1.69493 -0.6849 -0.1859 -0.5806 -0.09
C 4.39327 -0.33652 1.46308 -0.1787 -0.0928 -0.3465 -0.26
C 3.55885 -0.09735 2.52904 0.3710 -0.6602 1.6101 -0.03
C 2.40963 0.63997 2.43190 -0.2151 0.3970 -0.5740 -0.05
C 2.12180 1.15045 1.18065 -0.0514 -0.1777 0.3360 -0.05
C 3.00239 0.84560 0.16000 -0.3008 0.4924 -1.0251 -0.14
N 4.12238 0.13421 0.24721 0.0172 -0.1000 0.2535 0.14
C 5.56963 -2.58572 1.53644 -0.3726 1.3266 0.1360 -0.13
N 4.39601 -3.17469 1.15178 1.4495 -0.7799 0.3016 0.19
C 4.49648 -4.48044 1.06102 -1.7821 0.6443 -0.6324 -0.37
P 3.01756 -5.47354 0.53356 -0.2233 -1.2781 -0.1032 0.55
O 2.61120 -4.81931 -0.90463 0.3202 0.4584 0.4580 -0.36
Br 1.38091 -4.83300 1.91835 0.3018 0.3568 -0.0104 0.25
C 5.68355 -5.21692 1.33179 -0.1825 -0.2368 -0.0028 -0.39
O 5.67432 -6.57123 1.21207 0.3285 0.2365 -0.2834 0.04
N 6.77014 -4.65721 1.71990 0.1216 0.1584 0.0603 0.22
C 6.73438 -3.30398 1.82682 0.2735 -0.4932 0.0202 -0.12
H 10.79235 -1.16522 1.07943 -0.4052 0.2151 -0.1280 0.05
H 9.63881 -2.26291 0.23863 -0.1479 0.0372 0.0971 0.08
H 11.38000 -2.52818 0.21016 -0.0394 -0.0211 -0.1485 0.07
H 11.07385 -3.96878 1.84826 0.1286 -0.0958 0.2762 0.05
H 8.99971 -4.55326 2.25358 -0.3679 0.0592 -0.2297 0.10
H 9.16947 -3.58064 3.67265 -0.0494 -0.1655 0.0567 0.10
H 6.75545 0.51429 2.19927 0.2547 0.0776 0.0488 0.15
H 3.82749 -0.52448 3.48781 0.0393 -0.0291 0.0385 0.12
H 1.76707 0.81741 3.27904 -0.0246 -0.0308 0.1351 0.11
H 1.23482 1.73738 0.99871 -0.0570 0.0291 -0.1736 0.09
H 2.75269 1.22334 -0.82679 0.1759 -0.0390 -0.0868 0.10
H 1.93381 -5.39022 -1.29424 -0.2073 0.0810 -0.1972 0.00
H 5.32446 -6.75944 0.33235 -0.2345 -0.4632 0.1723 0.08
C -2.23520 3.91426 -3.17246 -0.3487 0.2195 0.1349 -0.02
C -1.68250 2.61089 -2.54606 0.0020 1.4316 -1.3195 -0.48
C -2.14656 1.37831 -3.33289 -0.3364 -0.5527 0.2236 -0.14
C -3.58159 0.94557 -3.04682 0.0841 0.1208 0.0411 -0.17
C -3.79342 0.78452 -1.54507 0.3182 -0.3012 -0.4162 -0.14
C -3.43175 2.04885 -0.77145 -1.7684 0.8828 0.4079 -0.49
N -2.05646 2.54254 -1.10080 0.6328 -2.4342 -0.2238 -0.07
O -1.19275 1.79555 -0.48318 0.2098 0.6577 0.4267 -0.03
C -4.50233 3.11938 -1.06865 0.0013 0.1855 -0.3187 -0.04
C -3.57080 1.79309 0.72565 0.6093 -0.1997 0.3273 -0.04
C -0.17206 2.72341 -2.74424 0.3438 -0.3063 0.5457 -0.05
H -3.15540 4.27426 -2.72437 -0.0415 -0.1411 -0.0236 0.05
H -1.52299 4.73169 -3.05191 0.0902 -0.0809 0.0082 0.08
H -2.42100 3.79078 -4.24025 0.0849 -0.0481 -0.0033 0.09
H -1.48884 0.53437 -3.09761 0.0377 0.0900 0.1458 0.12
H -2.02511 1.56307 -4.40206 0.1004 0.1601 0.0480 0.12
H -4.28874 1.66360 -3.47170 0.0009 0.0220 0.0628 0.11
H -3.77867 -0.00297 -3.54243 -0.0238 -0.0957 -0.1015 0.11
H -4.83490 0.52139 -1.34524 0.0109 0.1355 0.1325 0.13
H -3.18998 -0.05729 -1.18686 0.0850 0.1163 0.0311 0.13
H -4.22692 4.08276 -0.63577 0.0260 -0.0090 0.0057 0.09
H -5.45576 2.82127 -0.63279 0.0907 -0.0938 0.1321 0.09
H -4.69974 3.25596 -2.13037 0.0710 0.0467 0.0141 0.06
H -2.95547 0.96210 1.06797 0.1338 0.0832 -0.0781 0.08
H -4.60087 1.54058 0.97431 -0.0765 0.0935 -0.1898 0.09
H -3.29981 2.68170 1.29777 -0.0146 -0.0195 0.0323 0.07
H 0.24692 3.53715 -2.15052 -0.0445 0.0035 0.0203 0.09
H 0.04045 2.92747 -3.79432 -0.1704 0.0583 -0.0310 0.09
H 0.35337 1.80685 -2.47852 -0.0617 0.0038 0.0812 0.07
C -5.65021 7.68968 2.24606 0.2816 0.1669 -0.2744 -0.02
C -5.33913 6.58169 3.28182 -1.1469 1.4017 -0.8698 -0.48
C -5.01058 7.17930 4.65621 0.5268 -0.0959 0.3679 -0.14
C -3.59805 7.73589 4.78831 -0.0306 -0.0287 -0.0443 -0.17
C -2.57742 6.68899 4.35302 -0.3393 0.0618 0.3865 -0.14
C -2.83723 6.17168 2.93816 1.2340 0.9699 -1.1092 -0.49
N -4.25094 5.69463 2.76625 0.1465 -0.6887 2.4098 -0.07
O -4.37091 4.54018 3.34584 0.0278 -0.4055 -0.7470 -0.02
C -2.49000 7.29392 1.93855 -0.2524 0.2900 -0.0328 -0.05
C -1.83724 5.06639 2.60758 -0.2721 -0.6914 0.2037 -0.04
C -6.66553 5.83849 3.42891 0.1145 -0.6876 0.1043 -0.05
H -4.80205 7.99156 1.64049 0.0684 0.0135 0.1335 0.05
H -6.40093 7.34927 1.53157 -0.0397 -0.0802 0.0831 0.08
H -6.03707 8.58634 2.73196 -0.0535 -0.0558 0.0543 0.09
H -5.13745 6.40566 5.42048 0.0122 -0.1202 -0.1211 0.12
H -5.73560 7.95883 4.89675 -0.1127 -0.0565 -0.1546 0.12
H -3.49366 8.65526 4.20541 0.0301 -0.0352 -0.0438 0.11
H -3.41294 8.01243 5.82833 -0.0158 0.0302 -0.0108 0.11
H -1.57235 7.11304 4.40562 0.0412 -0.0719 -0.1689 0.13
H -2.59597 5.85508 5.06183 -0.0866 -0.0737 -0.0882 0.13
H -2.77303 7.01725 0.92160 -0.0312 -0.0156 0.0123 0.09
H -1.41574 7.47735 1.94558 0.0291 -0.1657 0.0558 0.09
H -2.94798 8.25082 2.18081 -0.0692 -0.0382 -0.0390 0.06
H -1.87896 4.24170 3.31822 -0.1675 -0.0216 -0.0471 0.08
H -0.82033 5.45540 2.64453 -0.0689 0.2074 -0.0147 0.09
H -2.00318 4.66248 1.60663 -0.0339 0.0201 0.0022 0.08
H -6.93271 5.31722 2.50869 0.0454 0.0089 -0.0140 0.09
H -7.45714 6.55429 3.65392 0.1023 0.1463 -0.0658 0.09
H -6.64822 5.10846 4.23640 0.0875 -0.0299 -0.0452 0.08
C -1.08377 -4.38926 -5.10356 -0.3335 0.2428 -0.0543 -0.02
C -0.60213 -5.49360 -4.13824 0.1917 1.1461 -1.5499 -0.48
C -0.76886 -6.88608 -4.76218 -0.3496 -0.5350 0.2639 -0.14
C -2.19217 -7.43484 -4.72517 0.0580 0.0637 0.0302 -0.17
C -2.74380 -7.36699 -3.30394 0.4041 -0.2649 -0.2830 -0.14
C -2.67807 -5.95655 -2.71860 -1.8707 0.6942 -0.1832 -0.49
N -1.30632 -5.36697 -2.82317 0.8759 -2.3096 0.1166 -0.06
O -0.56026 -5.90547 -1.91514 0.2553 0.6120 0.6665 -0.03
C -3.72579 -5.08030 -3.43630 0.0741 0.1127 -0.3398 -0.04
C -3.14745 -5.98450 -1.26585 0.5171 -0.0798 0.3943 -0.04
C 0.89904 -5.23818 -4.01431 0.1880 -0.1109 0.6960 -0.05
H -2.10766 -4.07526 -4.94590 -0.0996 -0.1085 -0.0049 0.05
H -0.48640 -3.48390 -4.98409 0.0732 -0.0733 0.0424 0.08
H -0.99835 -4.70854 -6.14328 0.0842 -0.0330 0.0328 0.09
H -0.12410 -7.59463 -4.23189 0.0048 0.1001 0.1319 0.12
H -0.40921 -6.86815 -5.79241 0.0777 0.1816 0.0343 0.12
H -2.83095 -6.88794 -5.42412 -0.0188 0.0346 0.0512 0.11
H -2.18974 -8.47286 -5.06389 0.0035 0.0180 -0.0335 0.11
H -3.77807 -7.71697 -3.29310 -0.0503 0.1500 0.1033 0.13
H -2.17954 -8.05826 -2.66990 0.0767 0.1083 0.0506 0.13
H -3.63434 -4.03408 -3.13885 0.0372 -0.0165 -0.0055 0.09
H -4.73012 -5.41306 -3.17453 0.0658 -0.0685 0.1533 0.09
H -3.67542 -5.14120 -4.52191 0.0632 0.0528 0.0261 0.06
H -2.56499 -6.67141 -0.65440 0.1151 0.0852 -0.0318 0.08
H -4.18440 -6.31524 -1.21923 -0.0186 0.0257 -0.1720 0.09
H -3.08971 -4.99108 -0.81779 0.0382 -0.0104 -0.0048 0.09
H 1.10232 -4.29415 -3.50597 -0.0438 0.0098 -0.0080 0.09
H 1.34086 -5.18717 -5.00972 -0.1486 0.0220 -0.0646 0.10
H 1.41380 -6.03173 -3.47278 -0.0577 -0.0346 -0.0023 0.07
```
Positions in Å, forces in eV/Å.